Entry 1:
Computed, not measured: C18H29KN3NbO3 as an isolated structure, with ωB97M-V with the def2-TZVPD basis set.

```
55
Properties=species:S:1:pos:R:3
N 1.880 -0.312 -0.254
C 2.796 -0.388 0.562
O 3.677 -0.457 1.337
K 0.646 0.665 -3.845
Nb -0.097 -0.290 -0.549
N -0.686 -1.641 -1.957
N -0.053 1.422 -1.564
C -0.353 -3.026 -1.535
C 0.661 2.759 -1.486
C 0.870 -3.485 -2.327
C -1.526 -3.983 -1.765
C -0.026 -3.004 -0.060
C 0.230 3.625 -2.692
C 0.297 3.443 -0.167
C 2.161 2.501 -1.587
H 0.671 -3.483 -3.406
H 1.149 -4.505 -2.020
H 1.730 -2.825 -2.140
H -2.456 -3.573 -1.355
H -1.317 -4.929 -1.242
H -1.669 -4.220 -2.824
H 0.746 -2.227 0.175
H 0.420 -3.967 0.234
H -0.930 -2.864 0.554
H 0.779 3.370 -3.619
H 0.490 4.669 -2.467
H -0.853 3.591 -2.878
H -0.761 3.748 -0.157
H 0.916 4.349 -0.043
H 0.478 2.790 0.699
H 2.497 1.708 -0.915
H 2.693 3.424 -1.317
H 2.481 2.247 -2.617
C -1.548 1.464 -1.604
H -1.983 0.574 -1.062
H -1.918 2.369 -1.098
H -1.928 1.453 -2.645
C -1.287 -1.539 -3.313
H -2.066 -2.306 -3.432
H -1.806 -0.573 -3.454
H -0.537 -1.714 -4.123
O 0.883 -1.364 2.236
C 0.131 -0.398 2.401
O -0.473 0.225 1.380
C -0.138 0.131 3.760
C -1.013 1.198 3.975
C -1.290 1.603 5.281
C -0.699 0.946 6.369
C 0.192 -0.112 6.143
C 0.478 -0.514 4.838
H -1.464 1.694 3.115
H -1.979 2.431 5.451
H -0.930 1.258 7.390
H 0.660 -0.630 6.980
H 1.175 -1.328 4.636
```

HOMO-LUMO gap = 5.6 eV
charge = +2
E = -47612.0188 eV

Löwdin population analysis, charges in e, atoms 1 to 2:
1 N -0.0679
2 C -0.3493

Entry 2:
Computed, not measured: C46H44MnN2O6P as an isolated structure, with ωB97M-V with the def2-TZVPD basis set.

```
100
Properties=species:S:1:pos:R:3
Mn 0.037 0.340 0.261
O -3.345 -0.047 2.688
C -2.698 -0.648 1.838
O -1.461 -0.539 1.563
C -3.427 -1.736 1.038
C -4.586 -2.257 1.614
C -5.288 -3.285 1.011
C -4.846 -3.799 -0.203
C -3.712 -3.273 -0.797
C -2.985 -2.242 -0.194
P -1.526 -1.538 -1.096
C -2.346 -0.963 -2.643
C -3.701 -0.645 -2.695
C -4.262 -0.093 -3.844
C -3.477 0.140 -4.961
C -2.120 -0.163 -4.920
C -1.557 -0.689 -3.766
C -0.714 -3.124 -1.623
C 0.081 -3.744 -0.656
C 0.695 -4.964 -0.908
C 0.540 -5.580 -2.142
C -0.239 -4.970 -3.115
C -0.862 -3.753 -2.857
H -4.911 -1.823 2.551
H -6.178 -3.688 1.481
H -5.386 -4.605 -0.688
H -3.389 -3.668 -1.755
H -4.327 -0.819 -1.828
H -5.317 0.156 -3.859
H -3.913 0.568 -5.856
H -1.493 0.034 -5.783
H -0.492 -0.879 -3.725
H 0.217 -3.250 0.300
H 1.303 -5.431 -0.140
H 1.024 -6.528 -2.344
H -0.368 -5.443 -4.081
H -1.475 -3.303 -3.628
C 6.556 2.883 0.613
O 6.053 3.354 -0.625
C 4.812 2.927 -0.976
C 4.308 3.483 -2.174
C 3.061 3.113 -2.585
C 2.256 2.186 -1.880
C 0.951 1.803 -2.364
C 0.263 2.582 -3.453
O 0.304 0.867 -1.877
C 2.765 1.628 -0.652
O 2.116 0.843 0.099
C 4.080 2.036 -0.242
H 7.520 3.363 0.757
H 6.690 1.799 0.603
H 5.891 3.147 1.438
H 4.914 4.187 -2.732
H 2.688 3.546 -3.503
H 0.936 3.055 -4.164
H -0.331 3.362 -2.962
H -0.429 1.923 -3.972
H 4.431 1.614 0.690
C 0.167 3.582 4.711
C -0.838 4.186 3.962
C -1.095 3.806 2.653
C -0.347 2.788 2.024
C 0.677 2.196 2.798
C 0.919 2.580 4.106
N -0.595 2.309 0.755
C -1.216 3.089 -0.209
C -2.114 2.484 -1.107
C -2.663 3.178 -2.175
C -2.354 4.518 -2.384
C -1.474 5.140 -1.501
C -0.908 4.443 -0.441
H 0.361 3.886 5.733
H -1.450 4.961 4.412
H -1.907 4.274 2.109
H 1.317 1.459 2.332
H 1.724 2.101 4.658
H -2.365 1.442 -0.948
H -3.342 2.667 -2.850
H -2.790 5.066 -3.211
H -1.206 6.181 -1.654
H -0.197 4.932 0.215
O 1.127 -1.346 1.366
C 1.151 -1.442 2.574
C 0.180 -2.280 3.347
C 1.016 -3.436 3.957
C 2.253 -3.859 3.117
C 3.543 -3.045 3.367
C 3.497 -1.596 2.866
N 2.232 -0.975 3.291
H -0.578 -2.636 2.654
H -0.329 -1.687 4.111
H 0.359 -4.296 4.083
H 1.358 -3.163 4.959
H 2.001 -3.825 2.049
H 2.475 -4.902 3.344
H 4.391 -3.551 2.896
H 3.740 -3.042 4.446
H 3.526 -1.545 1.779
H 4.340 -1.025 3.247
H 2.082 -1.066 4.286
```

HOMO-LUMO gap (alpha / beta) = 5.9 / 6.0 eV
spin multiplicity = 6
charge = -1
E = -104295.5493 eV

Löwdin population analysis, charges in e, atoms 1 to 2:
1 Mn 0.8439
2 O 0.0305

Entry 3:
Computed, not measured: one molecule with the formula C4H8N3OPS, with ωB97M-V with the def2-TZVPD basis set.

```
18
Properties=species:S:1:pos:R:3
C 1.983 -0.949 -0.600
C 2.427 -0.227 0.588
C 0.750 -0.648 -1.164
C 1.978 1.035 0.839
N -0.056 0.461 -0.914
N -1.641 0.097 1.437
N -2.317 -0.724 -1.020
O -2.246 1.784 -0.461
P -1.601 0.526 -0.222
S 1.028 1.996 -0.260
H 2.467 -1.738 -1.188
H 3.157 -0.450 1.279
H 0.251 -1.097 -2.005
H 2.415 1.480 1.691
H -2.150 0.799 1.944
H -0.860 -0.177 1.997
H -2.301 -1.716 -0.746
H -3.283 -0.452 -1.195
```

HOMO-LUMO gap = 7.7 eV
SMILES string = NP(N)(=O)N1C=CC=CS1
charge = 0
E = -30919.4201 eV

Löwdin population analysis, charges in e, atoms 1 to 2:
1 C -0.0923
2 C -0.1710

Entry 4:
Computed, not measured: C33H28As2BCl5N4O11S3W as an isolated structure, with ωB97M-V with the def2-TZVPD basis set.

```
88
Properties=species:S:1:pos:R:3
W 1.210 -0.582 0.163
N 3.152 -3.558 -0.577
C 3.332 -2.547 -1.410
N 2.924 -1.324 -1.147
C 3.475 -0.421 -2.032
C 4.203 -0.930 -3.016
S 4.219 -2.689 -2.884
C 3.236 1.000 -1.728
C 3.769 2.143 -2.182
S 3.196 3.499 -1.337
C 2.271 2.460 -0.344
N 2.372 1.181 -0.636
N 1.513 2.916 0.694
H 2.611 -3.355 0.289
H 3.237 -4.486 -0.914
H 4.628 -0.499 -3.923
H 4.536 2.238 -2.907
H 1.735 3.806 1.075
H 1.296 2.217 1.359
Cl 4.220 -1.530 7.114
C 3.540 -1.508 5.511
C 3.888 -0.446 4.651
Cl 5.034 0.685 5.286
C 3.411 -0.460 3.354
Cl 3.648 0.826 2.241
C 2.633 -1.521 2.849
O 2.397 -1.591 1.517
C 2.282 -2.562 3.711
Cl 1.431 -3.906 3.104
C 2.687 -2.556 5.049
Cl 2.075 -3.749 6.112
S -1.197 -3.117 0.538
C -0.683 -1.575 0.814
O 0.448 -2.636 -2.287
B 0.661 -1.323 -1.860
O 0.926 -0.552 -2.965
C 1.115 -1.391 -4.029
C 1.663 -1.142 -5.265
C 1.927 -2.272 -6.062
C 1.582 -3.553 -5.622
C 1.049 -3.783 -4.392
C 0.881 -2.675 -3.582
H 1.793 -0.101 -5.562
H 2.230 -2.168 -7.113
H 1.734 -4.431 -6.246
H 0.765 -4.761 -3.961
C -2.285 0.042 3.977
O -1.122 0.685 3.438
C -0.743 0.369 2.202
O 0.435 0.570 1.887
C -1.604 -0.294 1.201
C -3.096 -0.274 1.246
As -4.187 1.291 1.083
C -5.286 0.892 -0.527
C -2.830 2.543 0.276
C -1.680 2.291 -0.309
As -0.989 0.524 -0.555
C -2.130 -0.178 -1.923
C -0.829 3.219 -1.153
O -0.017 2.809 -1.953
O -1.066 4.472 -0.855
C -0.457 5.478 -1.718
C -3.364 4.012 0.221
O -4.133 4.146 -0.678
O -2.997 4.913 1.119
C -2.265 4.424 2.247
C -3.886 -1.517 1.312
O -4.567 -1.847 0.367
O -3.738 -2.257 2.387
C -4.407 -3.576 2.427
H -2.059 -0.118 5.018
H -2.527 -0.845 3.466
H -3.109 0.726 3.924
H -5.998 0.133 -0.307
H -4.751 0.483 -1.419
H -5.837 1.780 -0.722
H -2.941 0.475 -2.211
H -2.520 -1.118 -1.559
H -1.545 -0.321 -2.842
H -1.227 6.281 -1.831
H -0.121 5.136 -2.676
H 0.366 5.911 -1.185
H -2.024 5.299 2.919
H -1.289 3.939 1.953
H -2.823 3.763 2.872
H -3.783 -4.033 3.210
H -4.204 -4.106 1.495
H -5.420 -3.394 2.728
```

HOMO-LUMO gap (alpha / beta) = 6.9 / 6.7 eV
spin multiplicity = 4
charge = +1
E = -282448.4862 eV

Löwdin population analysis, charges in e, atoms 1 to 2:
1 W 1.4382
2 N 0.1749

Entry 5:
Computed, not measured: one molecule with the formula C20H21N3S, with ωB97M-V with the def2-TZVPD basis set.

```
45
Properties=species:S:1:pos:R:3
N -0.701 0.687 -2.373
N -1.235 0.739 -0.069
S 1.432 -1.120 2.268
C -1.359 1.206 -1.334
C 0.281 -0.089 -2.105
C -0.408 -0.248 0.161
C 0.469 -0.648 -0.825
C 0.402 -3.533 5.995
C -4.160 4.530 -1.408
C 0.069 -2.153 5.886
C 0.906 -4.193 4.822
C -3.293 4.315 -0.323
C -4.088 3.548 -2.443
C 0.199 -1.425 4.687
C 1.173 -3.449 3.766
C -2.400 3.253 -0.330
C -3.266 2.379 -2.389
C 0.885 -2.087 3.685
C -2.386 2.280 -1.350
N 1.161 -0.466 -3.050
C -0.362 -0.894 1.559
C 3.212 -1.420 -3.881
C 3.140 1.136 -3.118
C 2.596 -0.342 -2.908
H 1.178 -1.458 -0.575
H 0.270 -4.144 6.977
H -4.906 5.348 -1.438
H -0.226 -1.692 6.825
H 1.024 -5.328 4.755
H -3.279 4.925 0.559
H -4.848 3.889 -3.181
H 0.155 -0.311 4.570
H 1.630 -3.884 2.935
H -1.675 3.185 0.548
H -3.352 1.507 -3.070
H 0.826 -0.280 -3.970
H -0.791 -1.898 1.433
H -0.977 -0.359 2.191
H 2.972 -1.213 -4.917
H 4.318 -1.581 -3.729
H 2.841 -2.347 -3.655
H 2.712 1.702 -2.280
H 2.877 1.440 -4.074
H 4.244 1.065 -2.975
H 2.740 -0.570 -1.853
```

HOMO-LUMO gap = 8.9 eV
SMILES string = CC(C)Nc1cc(CSc2ccccc2)nc(-c2ccccc2)n1
charge = 0
E = -36384.6998 eV

Löwdin population analysis, charges in e, atoms 1 to 2:
1 N 0.2091
2 N 0.1509

Entry 6:
Computed, not measured: a 9-piece molecular cluster, C29H37F3O27 overall, with ωB97M-V with the def2-TZVPD basis set.

```
96
Properties=species:S:1:pos:R:3
C -1.960 -0.502 -6.526
C -0.855 0.526 -6.755
O -1.037 1.420 -5.631
C -1.629 0.721 -4.618
O -1.820 1.034 -3.454
O -2.089 -0.457 -5.109
H -1.665 -1.469 -6.934
H -2.929 -0.249 -6.955
H -1.013 1.061 -7.691
H 0.168 0.152 -6.806
C -0.665 3.778 4.729
C -0.001 2.922 3.644
O 1.074 2.366 4.375
C 1.031 2.706 5.664
O 1.798 2.337 6.497
O -0.116 3.346 5.915
H -1.726 3.530 4.760
H -0.550 4.861 4.691
H 0.401 3.568 2.863
H -0.771 2.189 3.402
C 1.505 1.930 -3.610
C 2.538 2.187 -2.539
O 3.566 1.397 -2.922
C 3.495 1.290 -4.234
O 4.323 0.684 -4.980
O 2.353 1.739 -4.699
H 0.813 2.752 -3.797
H 0.937 1.023 -3.404
H 2.162 1.930 -1.549
H 2.844 3.231 -2.463
C 4.881 -1.117 0.816
C 4.532 -0.145 -0.280
O 5.742 0.450 -0.423
C 6.740 -0.238 0.099
O 7.909 0.034 -0.136
O 6.281 -1.311 0.731
H 4.358 -2.051 0.610
H 4.589 -0.753 1.802
H 3.718 0.515 0.016
H 4.233 -0.617 -1.216
C -1.902 -3.237 2.772
C -3.195 -2.361 2.892
C -3.845 -2.371 4.257
O -3.888 -1.021 4.675
C -3.115 -0.271 3.832
O -2.832 0.926 3.913
O -2.736 -1.045 2.749
H -1.102 -2.766 3.342
H -1.488 -3.195 1.764
H -2.128 -4.266 3.054
H -3.987 -2.570 2.172
H -3.093 -2.860 4.877
H -4.840 -2.782 4.429
C -1.853 6.074 1.596
C -1.520 5.925 0.124
C -0.079 6.009 -0.287
O 0.049 4.845 -1.045
C -0.980 4.040 -0.852
O -1.080 2.854 -1.253
O -1.857 4.633 -0.165
H -1.336 5.390 2.269
H -2.927 6.027 1.776
H -1.456 7.027 1.944
H -2.129 6.614 -0.462
H 0.623 6.034 0.547
H 0.136 6.891 -0.889
C 2.925 -5.731 0.633
C 2.104 -6.070 1.849
O 3.060 -6.539 2.722
C 4.061 -7.065 2.001
O 5.069 -7.576 2.477
O 3.830 -6.780 0.713
F 1.189 -7.006 1.594
H 3.425 -4.772 0.765
H 2.325 -5.737 -0.277
H 1.605 -5.159 2.182
C -3.683 -2.360 -2.104
C -3.960 -2.468 -0.670
O -5.320 -2.256 -0.662
C -5.675 -1.446 -1.617
O -6.750 -0.926 -1.764
O -4.745 -1.481 -2.586
F -3.387 -1.421 -0.080
H -3.689 -3.336 -2.589
H -2.770 -1.836 -2.386
H -3.631 -3.435 -0.292
C -0.412 -0.453 -0.753
C 0.533 0.044 0.266
O 1.561 -0.925 0.312
C 1.075 -2.134 -0.129
O 1.672 -3.222 -0.224
O -0.236 -1.895 -0.536
F -0.025 0.019 1.505
H -0.136 -0.249 -1.788
H -1.454 -0.178 -0.590
H 0.836 1.080 0.114
```

HOMO-LUMO gap (alpha / beta) = 8.4 / 1.0 eV
spin multiplicity = 2
charge = +1
E = -94094.8753 eV

Löwdin population analysis, charges in e, atoms 1 to 2:
1 C -0.1069
2 C -0.0878

Across the entries above, energy relative to the best compared isomer or geometry (same formula, charge and spin) takes the values 21.3 115.4 88.1 159.4 140.1 93.5 kJ/mol, respectively.